[1]
Below is the molecule C19H16Cl2N2O5 at a distorted geometry, with properties calculated with ωB97M-V/def2-TZVPD.

Element x y z (Å)
C -2.359 -6.684 -0.257
O -1.762 -5.560 0.371
C -2.592 -4.786 1.085
O -3.774 -4.999 1.207
C -1.896 -3.656 1.700
C -2.394 -2.667 2.516
C -1.303 -1.841 2.841
C -0.216 -2.381 2.202
C 1.209 -1.937 2.152
O 1.353 -0.712 1.438
C 1.160 0.423 2.144
O 0.890 0.434 3.320
C 1.333 1.607 1.317
C 1.228 2.962 1.741
C 0.921 3.458 3.101
N 1.448 3.770 0.727
N 1.689 3.010 -0.345
C 1.951 3.623 -1.623
C 1.093 3.062 -2.728
C 1.680 2.534 -3.871
C 0.910 2.014 -4.896
C -0.470 2.010 -4.788
C -1.075 2.534 -3.660
C -0.297 3.060 -2.641
Cl -1.085 3.724 -1.249
C 1.634 1.703 -0.039
Cl 1.916 0.496 -1.196
O -0.570 -3.474 1.510
H -2.816 -7.337 0.489
H -3.131 -6.362 -0.959
H -1.557 -7.200 -0.780
H -3.412 -2.566 2.830
H -1.301 -0.969 3.462
H 1.805 -2.673 1.609
H 1.593 -1.797 3.170
H 0.946 4.544 3.106
H -0.063 3.110 3.409
H 1.642 3.063 3.814
H 3.008 3.494 -1.880
H 1.746 4.688 -1.479
H 2.757 2.527 -3.952
H 1.388 1.608 -5.774
H -1.077 1.600 -5.580
H -2.150 2.540 -3.564

## Properties
Gap between HOMO and LUMO = 9.5 eV
Energy = -58225.17801 eV
LUMO = 0.57 eV
HOMO = -8.94 eV
ΔE to the lowest compared entry with this formula, charge and spin = 0.0 kcal per mole
Max |F| = 1.060 eV Å⁻¹
SMILES = COC(=O)c1ccc(COC(=O)c2c(C)nn(Cc3ccccc3Cl)c2Cl)o1

[2]
Below is a cluster of 2 separate species, C19H16Cl2N3O2S in total at a distorted geometry, with properties calculated with ωB97M-V/def2-TZVPD.

Element x y z (Å)
C -2.044 -0.993 5.345
N -3.083 -0.959 4.337
C -4.399 -1.311 4.821
C -2.781 -0.689 3.008
C -2.848 -1.700 2.024
C -2.264 -1.484 0.790
C -1.887 -0.172 0.387
C -1.567 0.153 -0.990
C -2.069 -0.599 -2.034
C -1.792 -0.332 -3.401
N -1.517 -0.093 -4.513
C -3.097 -1.573 -1.860
N -3.919 -2.410 -1.815
C -1.791 0.823 1.396
C -2.251 0.586 2.672
H -1.058 -0.754 4.935
H -2.274 -0.268 6.133
H -2.003 -2.000 5.782
H -5.132 -1.200 4.019
H -4.418 -2.345 5.189
H -4.687 -0.641 5.645
H -3.250 -2.678 2.320
H -2.048 -2.341 0.156
H -1.063 1.108 -1.181
H -1.337 1.784 1.165
H -2.195 1.334 3.461
Cl 7.835 1.537 -4.547
C 6.255 1.376 -3.877
C 5.973 0.334 -2.980
C 4.704 0.242 -2.389
C 3.719 1.187 -2.692
S 2.278 1.370 -1.571
C 0.933 0.288 -1.906
Cl 1.149 -1.340 -1.669
O 2.816 1.092 -0.255
O 1.687 2.655 -1.896
C 3.971 2.164 -3.664
C 5.237 2.260 -4.263
H 6.750 -0.386 -2.735
H 4.494 -0.538 -1.661
H 0.338 0.612 -2.754
H 3.194 2.880 -3.925
H 5.442 3.024 -5.012

## Properties
Total charge = -1
Gap between HOMO and LUMO = 5.5 eV
Energy = -64405.83898 eV
LUMO = 1.90 eV
HOMO = -3.55 eV
Max |F| = 3.430 eV Å⁻¹

[3]
Below is a structure of composition C19H16Cl3CuGeNO3PS at a distorted geometry, with properties calculated with ωB97M-V/def2-TZVPD.

Element x y z (Å)
Cu -16.335 6.440 0.219
O -18.799 9.544 0.396
C -18.027 8.775 -0.145
O -16.906 8.326 0.324
C -18.417 8.419 -1.572
P -17.473 7.036 -2.219
C -16.127 7.715 -3.180
C -15.564 6.963 -4.194
C -14.597 7.466 -5.044
C -14.094 8.735 -4.765
C -14.651 9.573 -3.878
C -15.609 9.040 -2.977
C -18.604 6.292 -3.466
C -18.789 4.896 -3.496
C -19.556 4.370 -4.521
C -20.020 5.132 -5.610
C -19.808 6.546 -5.574
C -19.156 7.102 -4.496
H -18.240 9.310 -2.252
H -19.469 8.148 -1.529
H -15.819 5.833 -4.280
H -14.174 6.742 -5.759
H -13.293 9.116 -5.378
H -14.166 10.554 -3.796
H -15.879 9.477 -2.009
H -18.306 4.225 -2.726
H -19.449 3.315 -4.566
H -20.447 4.649 -6.463
H -20.076 7.108 -6.432
H -18.824 8.162 -4.384
O -15.484 4.760 -0.141
N -16.023 3.688 0.522
C -15.428 2.484 0.167
C -15.963 1.330 0.797
C -17.050 1.492 1.683
C -17.746 2.666 1.777
C -17.106 3.868 1.292
S -17.574 5.380 1.873
H -14.572 2.406 -0.543
H -15.469 0.338 0.781
H -17.430 0.654 2.261
H -18.650 2.740 2.370
Cl -14.183 5.330 3.254
Ge -14.898 6.920 2.054
Cl -15.760 8.415 3.247
Cl -13.375 7.862 0.710

## Properties
Total charge = -1
Gap between HOMO and LUMO (spin up / spin down) = 6.2 / 6.8 eV
Multiplicity = 2
Energy = -186445.39241 eV
LUMO (spin up / spin down) = 2.53 / 2.40 eV
HOMO (spin up / spin down) = -3.68 / -4.44 eV
ΔE to the lowest compared entry with this formula, charge and spin = 7.2 kcal per mole
Max |F| = 3.645 eV Å⁻¹

[4]
Below is the molecule C19H16F3N3O3 at a distorted geometry, with properties calculated with ωB97M-V/def2-TZVPD.

Element x y z (Å)
C 0.080 2.490 -5.542
O 0.637 2.608 -4.253
C 0.369 1.649 -3.340
C 0.946 1.822 -2.074
C 0.707 0.915 -1.075
C -0.098 -0.217 -1.268
C -0.404 -1.152 -0.192
N -0.819 -2.367 -0.567
C -1.143 -3.278 0.347
N -1.511 -4.496 -0.079
N -1.142 -3.060 1.661
C -0.765 -1.851 2.046
C -0.883 -1.621 3.538
F -1.742 -0.629 3.829
F -1.327 -2.705 4.179
F 0.284 -1.294 4.118
C -0.332 -0.841 1.193
C -0.005 0.487 1.757
C -1.037 1.426 1.744
C -0.893 2.672 2.315
C 0.306 3.001 2.928
C 1.342 2.094 2.937
C 1.216 0.832 2.350
O 2.358 0.093 2.406
C 2.486 -1.145 1.753
C -0.621 -0.419 -2.568
O -1.356 -1.485 -2.910
C -0.404 0.525 -3.571
H 0.438 1.589 -6.051
H 0.414 3.370 -6.089
H -1.013 2.477 -5.505
H 1.574 2.681 -1.905
H 1.177 1.081 -0.122
H -1.549 -4.699 -1.060
H -1.785 -5.179 0.603
H -1.972 1.148 1.278
H -1.711 3.374 2.291
H 0.434 3.966 3.393
H 2.288 2.329 3.398
H 1.902 -1.931 2.241
H 3.544 -1.398 1.832
H 2.212 -1.084 0.696
H -1.348 -2.100 -2.135
H -0.853 0.320 -4.529

## Properties
Gap between HOMO and LUMO = 8.2 eV
Energy = -38728.73790 eV
LUMO = -0.04 eV
HOMO = -8.22 eV
ΔE to the lowest compared entry with this formula, charge and spin = 0.0 kcal per mole
Max |F| = 1.037 eV Å⁻¹
SMILES = COc1ccc(-c2nc(N)nc(C(F)(F)F)c2-c2ccccc2OC)c(O)c1

[5]
Below is a structure of composition C19H16N3O2Pt at a distorted geometry, with properties calculated with ωB97M-V/def2-TZVPD.

Element x y z (Å)
Pt -0.562 0.217 -0.527
C 2.352 2.657 3.562
C 1.710 3.731 2.955
C 0.900 3.540 1.860
C 0.714 2.242 1.345
C 1.349 1.157 1.976
C 2.167 1.372 3.067
N -0.130 2.048 0.285
N -0.686 3.061 -0.302
C -1.564 2.805 -1.259
C -2.265 3.821 -1.945
C -3.082 3.482 -2.992
C -3.227 2.133 -3.350
C -2.565 1.178 -2.612
N -1.762 1.485 -1.594
H 2.980 2.816 4.426
H 1.849 4.729 3.337
H 0.385 4.362 1.385
H 1.203 0.152 1.598
H 2.671 0.539 3.535
H -2.129 4.839 -1.620
H -3.602 4.249 -3.545
H -3.834 1.851 -4.192
H -2.670 0.124 -2.836
C -1.652 -3.514 1.415
C -0.921 -2.709 0.382
O -1.485 -1.721 -0.117
C 0.396 -3.133 -0.064
C 0.797 -4.473 -0.047
C 1.915 -4.891 -0.739
C 2.664 -3.968 -1.476
C 2.372 -2.632 -1.423
C 1.266 -2.154 -0.666
O 1.150 -0.889 -0.491
H -2.475 -2.925 1.816
H -0.994 -3.830 2.221
H -2.069 -4.403 0.943
H 0.183 -5.201 0.457
H 2.188 -5.935 -0.743
H 3.487 -4.311 -2.085
H 2.976 -1.901 -1.938

## Properties
Total charge = +1
Gap between HOMO and LUMO = 5.2 eV
Energy = -31766.88087 eV
LUMO = -5.42 eV
HOMO = -10.67 eV
Max |F| = 4.122 eV Å⁻¹

Repeat the second record exactly.
Below is a cluster of 2 separate species, C19H16Cl2N3O2S in total at a distorted geometry, with properties calculated with ωB97M-V/def2-TZVPD.

Element x y z (Å)
C -2.044 -0.993 5.345
N -3.083 -0.959 4.337
C -4.399 -1.311 4.821
C -2.781 -0.689 3.008
C -2.848 -1.700 2.024
C -2.264 -1.484 0.790
C -1.887 -0.172 0.387
C -1.567 0.153 -0.990
C -2.069 -0.599 -2.034
C -1.792 -0.332 -3.401
N -1.517 -0.093 -4.513
C -3.097 -1.573 -1.860
N -3.919 -2.410 -1.815
C -1.791 0.823 1.396
C -2.251 0.586 2.672
H -1.058 -0.754 4.935
H -2.274 -0.268 6.133
H -2.003 -2.000 5.782
H -5.132 -1.200 4.019
H -4.418 -2.345 5.189
H -4.687 -0.641 5.645
H -3.250 -2.678 2.320
H -2.048 -2.341 0.156
H -1.063 1.108 -1.181
H -1.337 1.784 1.165
H -2.195 1.334 3.461
Cl 7.835 1.537 -4.547
C 6.255 1.376 -3.877
C 5.973 0.334 -2.980
C 4.704 0.242 -2.389
C 3.719 1.187 -2.692
S 2.278 1.370 -1.571
C 0.933 0.288 -1.906
Cl 1.149 -1.340 -1.669
O 2.816 1.092 -0.255
O 1.687 2.655 -1.896
C 3.971 2.164 -3.664
C 5.237 2.260 -4.263
H 6.750 -0.386 -2.735
H 4.494 -0.538 -1.661
H 0.338 0.612 -2.754
H 3.194 2.880 -3.925
H 5.442 3.024 -5.012

## Properties
Total charge = -1
Gap between HOMO and LUMO = 5.5 eV
Energy = -64405.83898 eV
LUMO = 1.90 eV
HOMO = -3.55 eV
Max |F| = 3.430 eV Å⁻¹

Which value of energy does entry 2 give? -64405.83898 eV

Look up the energy of the first one. -58225.17801 eV

Which value of max |F| does entry 3 give? 3.645 eV Å⁻¹